137
Properties=species:S:1:pos:R:3:forces:R:3 method="wB97M-V/def2-TZVPD" total_charge=0 lumo_ha=0.007 largest_force_ev_per_a=2.930 homo_lumo_gap_ev=9.4 smiles="COC(=O)OC.COC(=O)OC.COC(=O)OC.O=C1CCCO1.O=C1CCCO1.O=C1CCCO1.C1CCOC1.C1CCOC1.C1CCOC1.C1CCOC1.C1CCOC1"
C 5.24105 -5.88414 -2.17575 0.702 -0.104 -0.045
O 3.86054 -5.57158 -2.31240 0.129 -0.400 0.156
C 3.54305 -4.29489 -2.47874 0.246 0.657 -0.939
O 4.30825 -3.38248 -2.66574 -0.006 -0.133 0.282
O 2.22110 -4.21736 -2.49897 -0.324 -0.208 0.177
C 1.57956 -3.05451 -3.02101 -0.437 -0.269 -0.453
H 5.56072 -5.75813 -1.14139 -0.060 -0.013 0.033
H 5.89840 -5.28414 -2.80303 -0.328 0.282 -0.062
H 5.38404 -6.91905 -2.47662 -0.317 -0.055 0.128
H 1.05945 -3.36719 -3.92966 -0.037 -0.066 0.023
H 2.24648 -2.25165 -3.32604 0.229 -0.088 0.561
H 0.81800 -2.77083 -2.29762 0.160 0.285 0.019
C 3.73600 3.88114 2.63051 -1.433 -1.237 -0.098
O 4.60752 4.95411 2.38720 0.885 0.627 0.093
C 4.05015 6.04243 1.84443 -0.519 -1.140 0.094
O 2.85855 6.18817 1.72395 0.187 0.466 -0.101
O 4.97978 6.87173 1.42459 0.455 0.472 0.021
C 4.47353 8.14387 1.02483 -2.086 0.352 0.194
H 3.03841 3.77841 1.79875 0.127 -0.151 0.073
H 3.11723 3.93101 3.53144 0.189 0.807 0.069
H 4.25698 2.93314 2.75803 0.638 0.358 -0.334
H 3.73011 8.09557 0.22113 0.962 -0.482 -0.835
H 5.27762 8.84452 0.86277 0.165 -0.173 -0.044
H 3.71714 8.50159 1.73547 0.873 0.184 0.793
C 3.60098 -5.32418 1.01843 -0.013 -0.234 -0.418
O 2.36073 -4.72436 1.37409 -0.070 0.207 0.528
C 1.25822 -5.29080 0.91050 -0.019 -0.407 -0.059
O 1.21753 -6.26825 0.21131 -0.255 0.075 -0.062
O 0.21930 -4.59876 1.38876 0.419 0.264 -0.924
C -1.07981 -4.96795 0.92561 -0.752 0.338 1.397
H 3.59228 -6.41495 1.01467 -0.351 0.020 0.369
H 4.30857 -4.94500 1.74808 0.177 0.059 -0.248
H 3.81128 -5.05617 -0.01272 0.360 0.293 0.160
H -1.21116 -5.36607 -0.07619 0.716 -0.184 0.024
H -1.66975 -4.05468 1.00487 0.065 0.053 -0.128
H -1.44316 -5.62928 1.71474 -0.365 -0.381 -0.512
O -1.99339 1.65155 -5.87780 -0.173 -0.502 -0.405
C -3.02196 1.45473 -5.29625 0.859 0.921 0.315
C -3.24272 0.53277 -4.13400 -0.587 0.064 1.166
C -4.47027 1.09860 -3.40546 0.267 1.099 -0.722
C -5.05948 2.05252 -4.46010 -1.131 -0.979 -0.058
O -4.08496 2.25701 -5.47566 -0.161 0.161 0.009
H -3.42860 -0.49754 -4.42973 0.422 -0.031 -0.147
H -2.40001 0.64932 -3.45464 0.338 -0.593 -0.334
H -5.17359 0.34802 -3.05966 -0.021 0.074 0.095
H -4.19325 1.78850 -2.61148 0.271 -0.701 0.494
H -5.93077 1.58099 -4.92351 -0.101 0.386 -0.083
H -5.32850 2.99773 -3.99444 -0.036 0.132 -0.376
O -2.44181 6.56121 1.04721 -0.423 -0.372 0.366
C -1.47216 5.88498 1.24269 0.951 1.104 -0.972
C -0.45319 5.46379 0.18559 0.058 -1.414 0.375
C 0.40378 4.48409 0.98203 -0.090 -0.266 -0.196
C 0.28824 4.99123 2.40343 0.759 0.462 -0.976
O -1.05507 5.48351 2.44809 -0.833 -0.223 1.019
H -0.98950 4.91806 -0.59040 -0.013 0.379 -0.284
H 0.16261 6.24679 -0.25008 -0.405 0.390 0.134
H -0.07687 3.50186 1.02534 0.161 0.148 -0.448
H 1.42944 4.38149 0.63202 -0.188 -0.028 0.055
H 0.49969 4.15997 3.06988 -0.475 0.281 0.546
H 0.95009 5.84677 2.55649 -0.116 -0.365 0.339
O 1.36950 1.78657 1.62294 -0.039 0.250 0.272
C 0.81908 1.03303 0.87558 0.547 -0.412 -0.429
C 0.51322 1.21128 -0.60690 0.551 -0.326 0.367
C 0.24991 -0.20452 -1.08004 -0.718 -0.416 0.429
C -0.10559 -0.97568 0.21429 0.201 0.589 -1.067
O 0.46840 -0.20507 1.26888 -0.321 0.064 0.548
H -0.33938 1.88586 -0.68489 0.053 -0.014 -0.241
H 1.38640 1.60682 -1.12126 -0.118 0.487 0.189
H -0.62231 -0.22033 -1.73145 0.321 -0.329 -0.379
H 1.12680 -0.69070 -1.50231 -0.050 0.386 -0.408
H -1.19475 -0.99783 0.25804 0.078 -0.311 0.679
H 0.37913 -1.94781 0.23794 -0.431 -0.179 0.135
C -4.69819 1.96130 1.51595 -0.732 -0.135 0.125
C -4.18423 3.11555 0.68655 0.320 -1.175 -1.149
C -3.04064 2.40811 -0.03780 1.275 -0.514 0.648
O -3.41791 1.02947 -0.27110 -0.528 0.090 0.119
C -4.52067 0.74027 0.60361 -0.695 0.754 -0.129
H -5.77056 2.09635 1.66999 0.111 -0.079 0.578
H -4.16064 1.86843 2.45939 -0.080 -0.075 0.027
H -3.90781 4.01985 1.21872 -0.013 0.036 -0.058
H -4.93440 3.28344 -0.09175 -0.046 0.608 0.152
H -2.15648 2.25490 0.59361 0.059 0.857 0.263
H -2.69478 2.89316 -0.95240 -0.290 -0.193 -0.233
H -4.47022 -0.17611 1.19414 0.758 -0.141 -0.234
H -5.41600 0.63768 -0.02089 -0.008 -0.031 -0.049
C -0.92666 -2.87821 5.07679 -0.557 0.029 0.994
C -1.02896 -2.04169 3.80629 -0.789 -0.333 -0.274
C -1.62119 -0.67323 4.24207 0.981 -2.113 1.778
O -1.22417 -0.60362 5.63692 0.010 0.743 0.171
C -0.67671 -1.82250 6.14227 0.217 0.299 -0.466
H -0.22048 -3.70731 5.12477 0.439 0.355 -0.451
H -1.87108 -3.38480 5.30331 -0.221 0.285 -0.210
H -1.76560 -2.58798 3.21249 0.445 0.292 -0.801
H -0.06036 -1.91557 3.32856 -0.118 -0.104 -0.263
H -2.70809 -0.72758 4.30410 -0.102 0.459 -0.763
H -1.16641 0.15977 3.71386 -0.400 0.147 -0.166
H -1.16474 -2.04419 7.09039 0.125 0.003 0.091
H 0.39853 -1.67559 6.27809 0.035 -0.031 0.237
C 1.60914 1.36075 4.93995 0.452 -0.072 0.527
C 2.12831 1.17859 6.37908 -0.345 1.064 0.567
C 3.52335 0.67029 6.16564 0.518 -0.774 0.873
O 3.37651 -0.23168 5.08606 0.037 0.453 -0.285
C 2.42106 0.35357 4.13418 0.929 -1.355 0.968
H 1.93534 2.35631 4.64029 -0.525 0.143 -0.152
H 0.52807 1.24599 4.96226 0.021 0.041 -0.573
H 1.56986 0.51345 7.03956 -0.208 -0.346 -0.547
H 2.03389 2.15129 6.87191 0.425 -0.028 0.111
H 3.91743 0.07591 6.99636 -0.280 -0.038 0.080
H 4.29335 1.44925 6.06412 -0.236 0.181 -0.769
H 1.87364 -0.52718 3.80114 -0.220 0.313 -0.410
H 3.06739 0.74452 3.35181 -0.600 0.351 -0.337
C 0.48482 -0.88073 -6.35727 0.570 -1.998 0.930
C 0.75822 0.03407 -5.14775 -0.133 0.703 -0.855
C 2.27292 0.08339 -5.13523 0.809 -0.741 0.152
O 2.68848 0.03879 -6.49141 0.076 -0.366 0.292
C 1.73056 -0.72391 -7.24297 -0.715 2.054 -0.105
H -0.46849 -0.88837 -6.88220 0.011 1.013 -0.028
H 0.48281 -1.91616 -5.98403 0.217 -0.007 0.164
H 0.33917 -0.30196 -4.20055 -0.132 -0.088 -0.064
H 0.39524 1.03567 -5.38039 -0.189 -0.006 0.218
H 2.71848 -0.78638 -4.62738 -0.219 -0.020 0.094
H 2.73807 0.95040 -4.66491 -0.292 0.207 -0.117
H 2.13308 -1.65314 -7.64078 0.096 0.027 0.040
H 1.48234 0.01701 -8.00829 -0.035 -0.745 -0.706
C -4.01195 -3.51026 -1.53736 0.202 -1.498 0.491
C -3.39744 -4.38597 -2.64096 0.492 -0.767 0.349
C -1.94403 -3.85009 -2.74754 -1.252 1.080 -1.530
O -1.81375 -2.83007 -1.75683 0.452 -0.475 0.221
C -3.10838 -2.29301 -1.57313 -0.660 -0.207 0.281
H -3.85798 -3.99943 -0.56930 0.207 -0.007 -0.012
H -5.09873 -3.45930 -1.58933 0.063 0.740 -0.418
H -3.96547 -4.31752 -3.56838 0.236 0.251 -0.119
H -3.32753 -5.45389 -2.42412 -0.439 0.055 0.341
H -1.92330 -3.33762 -3.72039 0.460 -0.052 -0.090
H -1.15113 -4.59294 -2.76396 0.065 0.083 0.659
H -3.38831 -1.65180 -2.41367 0.119 0.341 0.122
H -3.13336 -1.78651 -0.61079 0.110 0.464 -0.239